Record 1
The following is a DFT calculation (wB97M-V/def2-TZVPD) of an isolated ion of composition C3H6N3 and charge +1.

Summary:
SMILES string	C=C=N/[NH+]=N/C
lowest unoccupied orbital energy (spin up / spin down)	-5.98 / -5.98	eV
energy	-7666.4006	eV
orbital gap (spin up / spin down)	8.65 / 8.65	eV
net charge	+1
energy above the lowest of the compared OMol25 structures with the same formula, charge and spin	4.9757	eV

Positions of all 12 atoms, in Å:
C  2.37  -0.96  -0.41
C  1.95  0.09  0.08
N  1.24  1.00  0.47
N  -0.05  0.89  0.62
N  -0.68  0.22  -0.22
C  -2.12  0.04  -0.22
H  3.11  -1.60  0.15
H  1.81  -1.35  -1.25
H  -0.47  1.54  1.29
H  -2.45  1.07  -0.05
H  -2.48  -0.37  -1.17
H  -2.24  -0.57  0.71

Record 2
The following is a DFT calculation (wB97M-V/def2-TZVPD) of an isolated ion of composition C3H6N3 and charge +1.

Summary:
SMILES string	[H]/N=C(\N)C=[N+]=C
lowest unoccupied orbital energy	-5.86	eV
energy	-7669.3094	eV
orbital gap	8.23	eV
net charge	+1
energy above the lowest of the compared OMol25 structures with the same formula, charge and spin	2.0669	eV

Positions of all 12 atoms, in Å:
H  2.27  -0.43  0.59
N  1.27  -0.44  0.53
C  0.72  0.21  -0.43
N  1.46  0.81  -1.45
C  -0.73  0.43  -0.37
N  -1.39  -0.12  0.54
C  -1.71  -0.85  1.44
H  0.91  0.98  -2.26
H  2.40  0.51  -1.63
H  -1.34  1.22  -0.95
H  -1.50  -0.60  2.55
H  -2.36  -1.72  1.46

Record 3
The following is a DFT calculation (wB97M-V/def2-TZVPD) of an isolated ion of composition C3H6N3O and charge -1.

Summary:
lowest unoccupied orbital energy	4.43	eV
energy	-9721.6972	eV
orbital gap	6.74	eV
net charge	-1
energy above the lowest of the compared OMol25 structures with the same formula, charge and spin	1.3201	eV

Positions of all 13 atoms, in Å:
C  0.76  0.05  -0.68
C  -0.40  1.47  0.65
C  -0.52  -0.83  -0.70
N  0.17  -1.95  1.04
N  -0.80  -1.67  0.26
N  0.56  1.40  -0.29
O  1.06  2.37  -0.84
H  1.15  -0.59  0.07
H  1.27  -0.11  -1.64
H  -1.06  0.56  0.74
H  -0.72  2.39  1.00
H  -1.36  -0.53  -1.40
H  -0.10  -2.55  1.80

Record 4
The following is a DFT calculation (wB97M-V/def2-TZVPD) of an isolated ion of composition C3H6N3O and charge +1.

Summary:
SMILES string	Cc1c[nH][nH][n+]1=O
lowest unoccupied orbital energy (spin up / spin down)	-5.71 / -5.71	eV
energy	-9714.6208	eV
orbital gap (spin up / spin down)	8.69 / 8.69	eV
net charge	+1
energy above the lowest of the compared OMol25 structures with the same formula, charge and spin	4.1093	eV

Positions of all 13 atoms, in Å:
C  -1.46  0.91  -0.02
C  -0.12  0.29  0.02
C  0.40  -0.95  -0.36
N  1.69  -1.01  -0.06
N  2.10  0.21  0.45
N  0.89  0.85  0.66
O  0.88  1.97  1.46
H  -2.15  0.51  0.69
H  -1.95  0.70  -0.98
H  -1.40  1.93  0.16
H  -0.24  -1.67  -0.96
H  2.14  -1.78  -0.55
H  2.86  0.34  1.15

Record 5
The following is a DFT calculation (wB97M-V/def2-TZVPD) of one molecule with the formula C3H6N4.

Summary:
SMILES string	Cc1ncnn1N
lowest unoccupied orbital energy	0.93	eV
energy	-9167.5981	eV
orbital gap	10.69	eV
energy above the lowest of the compared OMol25 structures with the same formula, charge and spin	1.2580	eV

Positions of all 13 atoms, in Å:
C  0.18  1.17  -1.39
C  0.47  0.28  -0.27
N  1.68  -0.28  -0.11
C  1.45  -1.18  0.92
N  0.22  -1.27  1.30
N  -0.44  -0.36  0.52
N  -1.78  -0.12  0.57
H  1.13  1.31  -1.88
H  -0.64  0.76  -2.06
H  -0.18  2.20  -1.10
H  2.12  -1.85  1.39
H  -2.22  -1.05  0.63
H  -1.99  0.39  1.49

Record 6
The following is a DFT calculation (wB97M-V/def2-TZVPD) of one molecule with the formula C3H6N4.

Summary:
SMILES string	[H]/N=C1/C/C(=N\[H])NN1
lowest unoccupied orbital energy	0.83	eV
energy	-9165.8415	eV
orbital gap	10.44	eV
energy above the lowest of the compared OMol25 structures with the same formula, charge and spin	3.0146	eV

Positions of all 13 atoms, in Å:
H  1.51  1.83  1.95
N  1.30  1.67  0.94
C  0.59  0.74  0.57
C  0.40  0.49  -0.91
C  -0.57  -0.78  -0.69
N  -0.76  -1.70  -1.63
H  -0.23  -1.56  -2.44
N  -1.17  -0.78  0.59
N  -0.10  -0.22  1.46
H  -0.35  1.21  -1.33
H  1.22  0.24  -1.48
H  -1.10  -1.60  1.03
H  -0.73  0.46  1.93

Record 7
The following is a DFT calculation (wB97M-V/def2-TZVPD) of one molecule with the formula C3H6N4.

Summary:
lowest unoccupied orbital energy	0.81	eV
energy	-9164.2152	eV
orbital gap	7.71	eV
energy above the lowest of the compared OMol25 structures with the same formula, charge and spin	4.6409	eV

Positions of all 13 atoms, in Å:
C  0.08  0.22  1.05
C  -1.27  1.28  -0.81
C  1.08  -0.85  1.21
N  -1.42  0.97  -2.12
N  -0.53  0.06  -2.36
N  0.03  -0.29  -1.23
N  -0.46  0.37  -0.15
H  -0.31  0.73  1.94
H  -2.00  1.82  -0.20
H  1.96  -0.70  0.66
H  0.62  -1.75  0.93
H  1.39  -1.00  2.16
H  0.83  -0.85  -1.09

Record 8
The following is a DFT calculation (wB97M-V/def2-TZVPD) of a 2-piece molecular cluster, C3H6N4 overall.

Summary:
lowest unoccupied orbital energy (spin up / spin down)	0.88 / -2.32	eV
⟨S²⟩	2.02
energy	-9161.3520	eV
spin multiplicity	3
orbital gap (spin up / spin down)	6.22 / 8.00	eV
energy above the lowest of the compared OMol25 structures with the same formula, charge and spin	3.1119	eV

Positions of all 13 atoms, in Å:
C  0.87  0.42  1.20
C  0.29  -0.78  1.69
C  0.13  0.02  -1.91
N  -1.33  0.92  -0.27
N  1.33  1.33  0.65
N  -1.92  1.57  0.43
N  -0.87  0.00  -0.88
H  1.07  -1.41  2.11
H  -0.43  -0.48  2.46
H  -0.22  -1.46  0.85
H  0.94  0.67  -1.67
H  0.52  -1.11  -1.86
H  -0.39  0.31  -2.79

Among the records above, which one has the lowest energy above the lowest of the compared OMol25 structures with the same formula, charge and spin? number 5